{"formula": "C12H40N2O9", "method": "the ωB97M-V functional and the def2-TZVPD basis", "de_lowest_kj_mol": 113.9, "orbital_gap_ev": 9.60, "spin_multiplicity": 1, "energy_ha": -1267.753530, "max_force_ev_per_a": 2.672, "smiles": "COCCNCCOC.COCCNCCOC.O.O.O.O.O", "symbols": ["C", "O", "C", "C", "N", "C", "C", "O", "C", "H", "H", "H", "H", "H", "H", "H", "H", "H", "H", "H", "H", "H", "H", "H", "C", "O", "C", "C", "N", "C", "C", "O", "C", "H", "H", "H", "H", "H", "H", "H", "H", "H", "H", "H", "H", "H", "H", "H", "O", "H", "H", "O", "H", "H", "O", "H", "H", "O", "H", "H", "O", "H", "H"], "positions_angstrom": [[1.5147, -3.8339, 0.7809], [0.5093, -3.0112, 0.2136], [-0.1688, -2.2801, 1.2203], [-1.4907, -1.7124, 0.6420], [-2.3165, -2.7745, 0.1118], [-3.5250, -2.1560, -0.3172], [-4.4298, -3.2459, -0.9568], [-3.9787, -3.6940, -2.2253], [-4.7795, -4.5697, -2.9312], [2.4560, -3.3041, 0.9186], [1.7594, -4.6500, 0.1862], [1.2656, -4.1959, 1.8009], [0.4623, -1.4250, 1.5716], [-0.3314, -2.9744, 2.0778], [-1.2630, -0.8380, -0.0095], [-1.9771, -1.3272, 1.5309], [-1.8480, -3.3015, -0.6153], [-3.4097, -1.3107, -0.9760], [-4.0453, -1.7889, 0.5765], [-5.4548, -2.8641, -1.0592], [-4.4440, -4.0280, -0.2265], [-4.7198, -5.5286, -2.4602], [-4.3591, -4.6627, -3.9321], [-5.7735, -4.0807, -3.0187], [6.4181, 3.8671, 5.7904], [5.0438, 4.3092, 5.4891], [4.5791, 3.9424, 4.2138], [3.4194, 4.8048, 3.8022], [2.9097, 4.2200, 2.5604], [1.9252, 3.2069, 2.7424], [1.4343, 2.6247, 1.4017], [0.4515, 1.6132, 1.6735], [-0.7867, 2.2072, 1.8462], [6.4269, 2.9012, 6.1956], [6.8777, 4.5372, 6.5201], [7.0206, 3.9111, 4.8824], [4.3176, 2.8421, 4.0979], [5.4666, 4.1057, 3.5539], [3.7477, 5.8727, 3.7913], [2.6949, 4.7596, 4.6577], [2.5211, 5.0073, 2.0255], [1.0957, 3.4500, 3.4215], [2.4121, 2.3277, 3.2566], [2.2303, 2.1457, 0.8842], [1.0192, 3.3704, 0.7236], [-0.7969, 3.0378, 2.5571], [-1.5467, 1.4308, 2.1198], [-1.2579, 2.6669, 0.9291], [-0.1843, -0.0115, -2.9937], [-1.1009, -0.2660, -3.1772], [-0.2881, 0.3323, -2.1181], [-2.4012, -1.4651, -3.4283], [-1.6297, -1.9411, -3.8348], [-2.9866, -2.1869, -3.1407], [-2.5779, 0.1951, -5.8703], [-2.8824, 0.0497, -4.9603], [-3.3417, 0.6498, -6.2163], [-0.2766, -2.5359, -4.9508], [-0.5039, -1.9482, -5.7133], [0.4612, -2.1697, -4.4300], [0.1248, 0.2441, -7.2599], [0.8729, 0.8371, -7.2561], [-0.5610, 0.6122, -6.6890]], "forces_ev_per_a": [[0.09, 1.40, 1.61], [0.20, -0.60, 0.31], [0.01, 0.55, -0.11], [1.97, -0.81, 1.12], [0.73, 0.84, 0.27], [-1.68, -1.69, -0.75], [-0.49, 1.17, 0.00], [1.98, 1.64, 0.73], [-0.62, 0.85, -0.51], [0.14, 0.50, -0.03], [-0.08, -1.47, -1.39], [-0.29, 0.06, -0.55], [-0.35, -0.50, -0.13], [-0.32, 0.57, -0.42], [-0.23, -0.60, -0.09], [-0.42, 0.36, 0.13], [0.06, 0.25, -0.14], [0.24, 0.47, -0.54], [-0.12, -0.08, -0.12], [0.00, 0.03, -0.05], [-0.08, -0.97, 0.31], [-0.74, -0.83, 0.27], [0.01, 0.03, -0.01], [0.05, -0.97, 0.05], [-1.31, 1.86, -0.94], [1.17, -0.37, 1.15], [1.94, -0.83, -0.50], [-0.04, -0.32, 1.42], [-0.07, 2.44, -0.51], [0.23, -2.15, 0.34], [-0.62, -0.04, 1.05], [0.51, 0.55, -0.46], [-2.53, -0.04, -0.54], [-0.12, -1.59, 0.44], [-0.42, 0.15, -0.06], [0.02, -0.09, -0.09], [0.19, 1.06, 0.46], [-0.85, -0.13, -0.25], [-0.32, -0.82, -0.71], [0.10, 0.01, -0.66], [0.09, -0.67, 0.03], [-0.11, 0.38, -0.26], [-0.37, 0.78, -0.43], [0.79, -0.38, -0.30], [-0.14, 0.28, 0.03], [0.10, -0.27, 0.37], [0.85, 0.55, 0.21], [0.89, -0.42, 0.20], [-0.08, 0.01, -0.62], [0.06, -0.16, -0.12], [0.36, 0.38, 0.93], [0.18, -0.65, -0.34], [-0.57, 0.19, 0.02], [-0.01, 0.13, 0.12], [-0.20, 0.10, 0.57], [0.58, -0.51, 0.09], [-0.21, 0.31, -0.71], [-0.35, 0.32, -0.28], [0.78, -0.36, 0.98], [-0.41, 0.25, -0.68], [-0.28, -0.47, -0.11], [0.11, 0.27, 0.18], [0.02, 0.07, 0.05]], "nbo_charge": [-0.2435, -0.5468, -0.0596, -0.2321, -0.6306, -0.2269, -0.0630, -0.5759, -0.2361, 0.1635, 0.1874, 0.1628, 0.1751, 0.1643, 0.1672, 0.1863, 0.3806, 0.1771, 0.1882, 0.1612, 0.1756, 0.1751, 0.1952, 0.1668, -0.2439, -0.5563, -0.0504, -0.2456, -0.6289, -0.2399, -0.0636, -0.5316, -0.2576, 0.1740, 0.1905, 0.1691, 0.1574, 0.1570, 0.2091, 0.1736, 0.3594, 0.1668, 0.1907, 0.1968, 0.1622, 0.1653, 0.1919, 0.1565, -0.9641, 0.4864, 0.4608, -1.0372, 0.5084, 0.5046, -0.9605, 0.4931, 0.4667, -0.9760, 0.5063, 0.4990, -0.9650, 0.4687, 0.4941]}